DFT (ωB97M-V with the def2-TZVPD basis set) results for a 2-piece molecular cluster, C2H4N2S3 overall at a distorted geometry.

Structure (SMILES): [H]/N=N\S.C=C1SS1
Maximum force (hartree/bohr): 0.0999
DFT total energy (eV): -37620.2640
Total charge: 0
LUMO energy (eV): -0.30

Atoms and positions in Å:
H  2.05991  0.72468  -0.05698
N  1.29166  1.02144  0.54486
N  0.74252  0.28241  1.36309
S  0.90333  -1.37219  1.57293
H  0.32377  -1.57310  2.65058
C  -0.96587  -0.08230  -1.63111
C  -0.19037  -1.09852  -1.79065
S  -0.06683  -2.65812  -2.56173
S  1.49497  -1.51162  -1.84437
H  -0.54825  0.54761  -0.85065
H  -1.95939  -0.18603  -1.95682

These are the Mulliken partial charges, in e, on atoms 1 to 6:
1. H 0.23
2. N -0.42
3. N 0.07
4. S -0.01
5. H 0.14
6. C -0.34

---

DFT (ωB97M-V with the def2-TZVPD basis set) results for a 2-piece molecular cluster, C2H4N3P overall at a distorted geometry.

Maximum force (hartree/bohr): 0.0841
DFT total energy (eV): -15892.4206
Total charge: 0
LUMO energy (spin up / spin down) (eV): -0.80 / -2.04

Atoms and positions in Å:
C  0.04043  -0.10333  -1.46947
C  0.61109  -1.86981  -0.46903
N  -0.06913  -0.74422  -0.27072
N  0.77181  -0.75586  -2.33873
N  1.07832  -1.93272  -1.68294
P  -0.98683  1.61206  1.62213
H  -0.53895  0.67174  -1.73653
H  1.56846  -2.64532  -2.26394
H  -0.75373  1.60532  0.22217
H  -1.31658  0.33895  1.45107

These are the Mulliken partial charges, in e, on atoms 1 to 6:
1. C -0.18
2. C 0.26
3. N -0.31
4. N -0.57
5. N 0.06
6. P 0.04

---

DFT (ωB97M-V with the def2-TZVPD basis set) results for a 2-piece molecular cluster, C2H4N3S overall at a distorted geometry.

Maximum force (hartree/bohr): 0.0452
DFT total energy (eV): -17441.6831
Total charge: -1
LUMO energy (eV): 3.81

Atoms and positions in Å:
C  -1.42419  0.34637  0.09380
C  -2.10999  0.53725  1.21087
N  2.49441  -0.48738  -0.53867
N  2.88929  -2.25805  -1.98733
N  2.72258  -1.25081  -1.43213
S  2.62449  1.07385  -0.02788
H  -0.44794  0.88178  0.15595
H  -1.96362  -0.02179  -0.75446
H  -3.16256  0.39072  1.17790
H  -1.62247  0.78806  2.10196

These are the Mulliken partial charges, in e, on atoms 1 to 6:
1. C -0.36
2. C -0.58
3. N -0.18
4. N -0.69
5. N 0.50
6. S -0.60

---

DFT (ωB97M-V with the def2-TZVPD basis set) results for a 2-piece molecular cluster, C2H4N3S overall at a distorted geometry.

Maximum force (hartree/bohr): 0.0979
DFT total energy (eV): -17432.3505
Total charge: +1
LUMO energy (spin up / spin down) (eV): -7.56 / -7.55

Atoms and positions in Å:
C  -1.97157  -0.00466  -0.06735
C  0.10299  0.76753  -1.05753
N  -0.93508  -0.51561  0.49817
N  0.14622  -0.05004  -0.05401
N  1.99395  -1.00345  0.76228
S  -1.55533  1.12158  -1.36160
H  -2.90828  0.00868  0.24737
H  0.99993  1.20969  -1.56430
H  2.54648  -0.12720  0.97286
H  1.58069  -1.40651  1.62412

These are the Mulliken partial charges, in e, on atoms 1 to 6:
1. C -0.14
2. C -0.09
3. N -0.39
4. N 0.24
5. N -0.20
6. S 0.07

---

DFT (ωB97M-V with the def2-TZVPD basis set) results for one molecule with the formula C2H4N4 at a distorted geometry.

Structure (SMILES): Nc1nc[nH]n1
Maximum force (hartree/bohr): 0.0206
DFT total energy (eV): -8098.9844
Total charge: 0
LUMO energy (eV): 0.96

Atoms and positions in Å:
N  -0.71434  0.82363  -1.68830
C  -0.23680  0.22019  -0.51349
N  -0.53504  -1.06761  -0.16733
C  0.12447  -1.23535  0.95472
N  0.79023  -0.11332  1.28237
N  0.55752  0.85483  0.33345
H  -1.50855  1.43390  -1.55071
H  0.00452  1.24997  -2.25393
H  0.13543  -2.17129  1.50616
H  1.38256  0.00506  2.09705

These are the Mulliken partial charges, in e, on atoms 1 to 6:
1. N -0.48
2. C 0.36
3. N -0.53
4. C 0.00
5. N 0.16
6. N -0.63

---

DFT (ωB97M-V with the def2-TZVPD basis set) results for a 2-piece molecular cluster, C2H4N4 overall.

Maximum force (hartree/bohr): 0.0180
DFT total energy (eV): -8094.8629
Total charge: 0
LUMO energy (spin up / spin down) (eV): -0.12 / -0.12

Atoms and positions in Å:
C  0.66710  0.74794  -0.16692
C  1.34904  -0.46122  -0.74482
N  -1.83865  -0.50624  0.63082
N  -0.56098  0.81791  0.08301
N  -2.29121  0.17471  1.45330
N  0.84242  -1.60107  -0.94086
H  -1.71244  1.12473  1.42833
H  -0.16004  -1.61156  -0.73379
H  1.29708  1.63613  -0.03985
H  2.40769  -0.32133  -0.96922

These are the Mulliken partial charges, in e, on atoms 1 to 6:
1. C 0.02
2. C -0.10
3. N 0.11
4. N -0.58
5. N -0.23
6. N -0.60

---

DFT (ωB97M-V with the def2-TZVPD basis set) results for one molecule with the formula C2H4N4.

Structure (SMILES): Nc1cn[nH]n1
Maximum force (hartree/bohr): 0.0055
DFT total energy (eV): -8098.5178
Total charge: 0
LUMO energy (eV): 1.17

Atoms and positions in Å:
N  1.79288  -0.28111  0.13599
C  0.40826  -0.08618  0.05464
C  -0.32356  1.10652  0.21869
N  -1.61731  0.82647  0.10765
N  -1.62890  -0.47312  -0.09825
N  -0.45105  -1.07903  -0.15075
H  2.28306  0.13265  -0.64882
H  2.00368  -1.27178  0.16768
H  0.02301  2.11019  0.41929
H  -2.49005  -0.98462  -0.20612

These are the Mulliken partial charges, in e, on atoms 1 to 6:
1. N -0.56
2. C 0.48
3. C -0.28
4. N -0.57
5. N 0.35
6. N -0.60

---

DFT (ωB97M-V with the def2-TZVPD basis set) results for one molecule with the formula C2H4N4 at a distorted geometry.

Structure (SMILES): Nn1ccnn1
Maximum force (hartree/bohr): 0.1280
DFT total energy (eV): -8094.6832
Total charge: 0
LUMO energy (eV): 0.69

Atoms and positions in Å:
N  -0.32205  0.57329  1.58031
N  0.17900  0.18162  0.37591
C  -0.78417  -0.06748  -0.46789
C  0.08072  -0.38131  -1.60066
N  1.27564  0.02154  -1.34610
N  1.40008  0.15838  0.01970
H  -0.47640  -0.40970  2.13899
H  0.64851  1.23515  1.98891
H  -1.74910  -0.27364  -0.18277
H  -0.25222  -1.03784  -2.50641

These are the Mulliken partial charges, in e, on atoms 1 to 6:
1. N -0.80
2. N 0.76
3. C -0.08
4. C -0.21
5. N -0.33
6. N -0.59

---

DFT (ωB97M-V with the def2-TZVPD basis set) results for one molecule with the formula C2H4N4 at a distorted geometry.

Maximum force (hartree/bohr): 0.0785
DFT total energy (eV): -8094.1954
Total charge: 0
LUMO energy (eV): 0.36

Atoms and positions in Å:
C  0.31826  -1.30837  0.55971
N  0.13539  0.04867  0.09369
N  -0.66293  0.39844  -0.89113
C  -0.54584  1.79120  -1.09059
N  0.48549  2.13374  -0.21620
N  0.90425  1.07109  0.41839
H  -0.63032  -1.70848  0.92813
H  1.04661  -1.27631  1.37109
H  0.69373  -1.93944  -0.25172
H  -1.74464  0.78947  -0.92138

These are the Mulliken partial charges, in e, on atoms 1 to 6:
1. C -0.66
2. N 0.76
3. N -0.47
4. C -0.31
5. N -0.32
6. N -0.28

---

DFT (ωB97M-V with the def2-TZVPD basis set) results for a 2-piece molecular cluster, C2H4N4 overall at a distorted geometry.

Maximum force (hartree/bohr): 0.0937
DFT total energy (eV): -8093.9709
Total charge: 0
LUMO energy (spin up / spin down) (eV): -1.67 / -1.67

Atoms and positions in Å:
C  1.66284  0.93617  0.90687
C  0.11271  -0.84065  -0.35646
N  2.43724  1.11989  1.71233
N  -0.80900  -1.67998  -0.63313
N  -1.00530  1.07499  -0.03252
N  0.05897  0.51281  -0.48741
H  1.13154  -1.07617  -0.33652
H  -0.49242  -2.62972  -0.47508
H  -1.20922  1.88708  -0.63609
H  -1.88737  0.69557  0.33802

These are the Mulliken partial charges, in e, on atoms 1 to 6:
1. C 0.03
2. C 0.11
3. N -0.39
4. N -0.59
5. N -0.21
6. N -0.14

---

DFT (ωB97M-V with the def2-TZVPD basis set) results for one molecule with the formula C2H4N4O at a distorted geometry.

Structure (SMILES): Nn1nc[nH]c1=O
Maximum force (hartree/bohr): 0.0901
DFT total energy (eV): -10145.1517
Total charge: 0
LUMO energy (eV): 0.81

Atoms and positions in Å:
N  0.94891  -1.82582  -0.06659
N  0.49381  -0.53859  0.03856
N  1.29414  0.56587  -0.07701
C  0.50095  1.60316  -0.12379
N  -0.89379  1.27925  0.04383
C  -0.97126  -0.05101  0.13789
O  -1.94395  -0.80866  0.10536
H  1.21578  -2.24108  0.79950
H  0.31145  -2.45402  -0.61182
H  0.77966  2.67055  -0.02206
H  -1.73570  1.80037  -0.22389

These are the Mulliken partial charges, in e, on atoms 1 to 6:
1. N -0.73
2. N 0.74
3. N -0.59
4. C -0.11
5. N -0.11
6. C 0.32

---

DFT (ωB97M-V with the def2-TZVPD basis set) results for one molecule with the formula C2H4N4O at a distorted geometry.

Structure (SMILES): Nn1[nH]ncc1=O
Maximum force (hartree/bohr): 0.0792
DFT total energy (eV): -10143.6995
Total charge: 0
LUMO energy (eV): 0.75

Atoms and positions in Å:
N  1.59342  -0.81486  0.25323
N  0.40894  -0.31485  -0.22112
N  -0.68116  -1.10055  -0.02194
N  -1.80063  -0.35990  0.08158
C  -1.49220  0.92063  0.07512
C  0.01025  1.01483  -0.07207
O  0.78657  1.94576  -0.07974
H  2.26462  -1.11905  -0.63532
H  2.04401  0.02957  0.78574
H  -0.92445  -1.97829  -0.48461
H  -2.20939  1.77671  0.31914

These are the Mulliken partial charges, in e, on atoms 1 to 6:
1. N -0.74
2. N 0.55
3. N -0.06
4. N -0.53
5. C -0.24
6. C 0.45